(1)
{
  "formula": "C3H4O",
  "method": "the ωB97M-V functional and the def2-TZVPD basis",
  "species": ["C", "C", "C", "O", "H", "H", "H", "H"],
  "xyz": [[1.879, -0.399, -0.073], [0.774, 0.126, -0.058], [-0.700, 0.467, -0.064], [-1.562, -0.694, -0.197], [2.868, -0.672, -0.211], [-1.010, 1.170, 0.801], [-0.911, 1.101, -0.926], [-1.338, -1.099, 0.728]],
  "smiles": "C#CCO",
  "energy_ha": -191.8487,
  "fmax_ev_per_a": 4.1
}



(2)
{
  "formula": "C4H14NO",
  "method": "the ωB97M-V functional and the def2-TZVPD basis",
  "species": ["C", "C", "C", "C", "N", "H", "H", "H", "H", "H", "H", "H", "H", "H", "H", "H", "H", "H", "H", "O"],
  "xyz": [[0.635, -0.323, 0.137], [0.024, 0.916, 0.801], [0.978, 2.112, 0.539], [-1.418, 1.150, 0.332], [-0.115, -1.557, 0.591], [0.432, -0.244, -0.922], [1.699, -0.377, 0.313], [0.118, 0.673, 1.860], [1.408, 2.528, 1.445], [1.812, 1.781, -0.090], [0.460, 2.863, -0.056], [-1.673, 0.454, -0.472], [-1.547, 2.146, -0.073], [-2.104, 1.037, 1.175], [-0.862, -1.281, 1.221], [-0.507, -2.033, -0.240], [0.517, -2.287, 0.913], [-0.330, -3.202, -2.438], [0.431, -1.992, -2.922], [0.042, -2.365, -2.116]],
  "charge": 1,
  "energy_ha": -290.5502,
  "fmax_ev_per_a": 1.5
}



(3)
{
  "formula": "C33H44GeN3O7V",
  "method": "the ωB97M-V functional and the def2-TZVPD basis",
  "species": ["V", "C", "C", "C", "C", "O", "Ge", "O", "C", "C", "C", "C", "O", "C", "C", "C", "C", "H", "H", "H", "H", "H", "H", "H", "H", "H", "H", "H", "H", "H", "H", "H", "H", "H", "H", "H", "H", "H", "H", "H", "H", "H", "H", "H", "C", "C", "N", "N", "C", "O", "C", "C", "C", "C", "C", "C", "C", "C", "C", "C", "C", "N", "H", "H", "H", "H", "H", "H", "H", "H", "H", "H", "H", "H", "O", "C", "C", "C", "C", "C", "C", "C", "O", "O", "H", "H", "H", "H", "H"],
  "xyz": [[-0.195, -0.455, -0.350], [-2.795, -0.711, -2.999], [-3.102, -1.212, -1.593], [-3.936, -2.485, -1.678], [-3.837, -0.136, -0.803], [-1.854, -1.499, -0.938], [-1.456, -2.970, 0.279], [-1.149, -1.705, 1.581], [-1.718, -1.546, 2.886], [-0.638, -0.951, 3.783], [-2.918, -0.608, 2.815], [-2.160, -2.906, 3.423], [0.354, -2.427, -0.277], [1.533, -3.107, 0.253], [1.975, -2.503, 1.581], [2.652, -2.969, -0.772], [1.194, -4.583, 0.443], [-3.725, -0.533, -3.542], [-2.210, -1.452, -3.547], [-2.238, 0.225, -2.962], [-4.859, -2.286, -2.224], [-4.206, -2.853, -0.686], [-3.385, -3.270, -2.199], [-4.737, 0.177, -1.335], [-3.197, 0.736, -0.661], [-4.129, -0.511, 0.176], [-0.169, -0.103, 3.286], [0.136, -1.687, 4.005], [-1.074, -0.625, 4.729], [-2.620, 0.366, 2.428], [-3.349, -0.478, 3.810], [-3.689, -1.028, 2.168], [-1.323, -3.608, 3.413], [-2.969, -3.324, 2.818], [-2.518, -2.813, 4.449], [2.504, -1.564, 1.441], [2.643, -3.200, 2.091], [1.114, -2.313, 2.214], [2.815, -1.919, -1.016], [2.430, -3.522, -1.687], [3.577, -3.369, -0.355], [0.490, -4.736, 1.264], [2.106, -5.130, 0.686], [0.766, -5.008, -0.467], [0.177, 3.055, -3.094], [0.019, 1.698, -2.499], [-0.469, 1.458, -1.338], [-0.873, 2.518, -0.568], [-0.966, 2.093, 0.672], [-0.724, 0.883, 1.012], [-1.353, 3.065, 1.717], [-2.142, 4.169, 1.412], [-2.497, 5.057, 2.413], [-2.054, 4.853, 3.714], [-1.254, 3.759, 4.015], [-0.907, 2.859, 3.019], [0.444, 0.492, -3.221], [0.820, 0.501, -4.555], [1.134, -0.699, -5.168], [1.045, -1.869, -4.435], [0.676, -1.791, -3.102], [0.410, -0.638, -2.497], [-0.148, 3.807, -2.383], [-0.411, 3.148, -4.010], [1.225, 3.223, -3.352], [-2.471, 4.316, 0.392], [-3.120, 5.912, 2.181], [-2.328, 5.551, 4.495], [-0.898, 3.608, 5.026], [-0.268, 2.011, 3.225], [0.858, 1.434, -5.096], [1.433, -0.719, -6.208], [1.261, -2.832, -4.877], [0.580, -2.672, -2.486], [3.248, 1.029, -2.002], [3.968, 1.615, -1.018], [5.122, 2.306, -1.385], [5.890, 2.936, -0.424], [5.523, 2.888, 0.918], [4.379, 2.203, 1.278], [3.587, 1.557, 0.331], [2.358, 0.837, 0.815], [2.026, 0.867, 1.984], [1.703, 0.189, -0.127], [2.498, 0.598, -1.526], [5.393, 2.333, -2.433], [6.784, 3.469, -0.723], [6.126, 3.381, 1.668], [4.060, 2.145, 2.311]],
  "multiplicity": 3,
  "energy_ha": -4995.9901,
  "s2": 2.012,
  "fmax_ev_per_a": 0.4
}



(4)
{
  "formula": "C4H3FN2O8",
  "method": "the ωB97M-V functional and the def2-TZVPD basis",
  "species": ["O", "C", "F", "N", "C", "O", "N", "C", "O", "O", "O", "H", "H", "H", "C", "O", "O", "O"],
  "xyz": [[-2.260, 1.320, 0.328], [-1.667, 1.219, -0.712], [-2.032, 1.957, -1.739], [-0.621, 0.366, -1.006], [-0.820, -0.935, -0.538], [-1.512, -1.755, -1.094], [-0.074, -1.237, 0.616], [-0.590, -2.291, 1.409], [-1.737, -2.454, 1.729], [0.383, -3.196, 1.821], [1.268, -2.456, 2.656], [0.311, 0.790, -0.752], [0.089, -0.393, 1.153], [1.330, -2.993, 3.450], [1.990, 3.033, -1.848], [1.623, 3.791, -2.804], [3.196, 3.040, -1.368], [1.122, 2.193, -1.301]],
  "charge": -2,
  "energy_ha": -965.4313,
  "fmax_ev_per_a": 1.7
}



(5)
{
  "formula": "C41H67F5Li2O23",
  "method": "the ωB97M-V functional and the def2-TZVPD basis",
  "species": ["Li", "Li", "O", "C", "C", "O", "H", "H", "H", "H", "C", "C", "C", "O", "C", "H", "H", "H", "H", "H", "H", "H", "H", "C", "C", "C", "O", "C", "H", "H", "H", "H", "H", "H", "H", "H", "C", "C", "C", "O", "C", "H", "H", "H", "H", "H", "H", "H", "H", "C", "C", "C", "O", "C", "H", "H", "H", "H", "H", "H", "H", "H", "C", "C", "C", "O", "C", "H", "H", "H", "H", "H", "H", "H", "H", "C", "C", "C", "O", "C", "H", "H", "H", "H", "H", "H", "H", "H", "C", "C", "O", "C", "O", "O", "F", "H", "H", "H", "C", "C", "O", "C", "O", "O", "F", "H", "H", "H", "C", "C", "O", "C", "O", "O", "F", "H", "H", "H", "C", "C", "O", "C", "O", "O", "F", "H", "H", "H", "C", "C", "O", "C", "O", "O", "F", "H", "H", "H"],
  "xyz": [[1.822, -0.735, 0.108], [1.585, 2.170, -1.293], [1.248, 0.474, -1.266], [-0.071, 0.038, -0.960], [-0.268, -0.070, 0.582], [0.483, -1.072, 1.159], [-0.351, -0.897, -1.364], [-0.786, 0.798, -1.222], [-1.387, -0.037, 0.789], [0.052, 0.957, 0.921], [-0.058, 5.285, 1.216], [0.601, 6.127, 0.216], [0.791, 5.092, -0.929], [0.973, 3.834, -0.281], [0.571, 3.934, 1.096], [-1.139, 5.332, 1.026], [0.159, 5.596, 2.227], [1.507, 6.607, 0.608], [0.008, 6.959, -0.201], [1.637, 5.315, -1.615], [-0.127, 5.024, -1.503], [1.461, 3.871, 1.754], [-0.011, 3.050, 1.322], [-0.788, -0.670, -4.503], [0.123, -1.785, -3.963], [-0.801, -2.894, -3.426], [-2.103, -2.456, -3.811], [-2.017, -1.509, -4.824], [-0.324, -0.139, -5.351], [-1.025, 0.031, -3.663], [0.828, -1.364, -3.253], [0.723, -2.161, -4.789], [-0.757, -2.946, -2.358], [-0.502, -3.880, -3.790], [-2.931, -0.952, -4.767], [-1.995, -2.031, -5.810], [4.299, 1.898, 3.032], [3.075, 1.351, 3.695], [2.272, 0.687, 2.542], [3.267, 0.257, 1.585], [4.535, 0.843, 1.913], [5.214, 1.916, 3.636], [4.096, 2.891, 2.601], [2.477, 2.044, 4.262], [3.369, 0.547, 4.340], [1.561, 1.385, 2.115], [1.715, -0.209, 2.794], [4.954, 1.174, 0.978], [5.224, 0.065, 2.288], [2.546, 3.413, -5.354], [2.098, 1.993, -5.451], [1.622, 1.687, -4.033], [1.777, 2.862, -3.171], [2.822, 3.571, -3.847], [1.765, 4.068, -5.736], [3.465, 3.657, -5.889], [2.941, 1.349, -5.656], [1.257, 1.832, -6.082], [2.070, 0.849, -3.572], [0.554, 1.482, -3.996], [3.701, 2.992, -3.739], [2.858, 4.640, -3.577], [-2.933, -2.326, 5.336], [-1.725, -2.824, 4.484], [-1.282, -1.523, 3.698], [-2.211, -0.460, 4.120], [-2.546, -0.856, 5.477], [-2.830, -2.823, 6.293], [-3.864, -2.606, 4.874], [-1.885, -3.708, 3.824], [-0.865, -3.006, 5.134], [-1.336, -1.643, 2.623], [-0.239, -1.332, 4.012], [-3.358, -0.219, 5.842], [-1.629, -0.632, 6.030], [3.151, -3.270, -2.613], [3.828, -1.942, -2.831], [4.191, -1.482, -1.413], [3.180, -2.041, -0.616], [2.433, -3.054, -1.280], [3.895, -4.037, -2.511], [2.424, -3.609, -3.343], [3.142, -1.232, -3.293], [4.726, -1.994, -3.475], [4.118, -0.409, -1.351], [5.231, -1.767, -1.169], [1.413, -2.613, -1.389], [2.324, -4.013, -0.690], [-0.735, 1.996, 4.349], [-2.195, 2.402, 4.441], [-2.130, 3.827, 4.024], [-0.850, 4.285, 4.317], [-0.518, 5.460, 4.361], [-0.033, 3.249, 4.568], [-2.648, 2.522, 5.704], [-0.420, 1.678, 3.360], [-0.428, 1.311, 5.122], [-2.938, 1.897, 3.805], [-3.805, 2.494, -0.898], [-3.735, 2.920, 0.506], [-3.331, 4.320, 0.494], [-2.845, 4.536, -0.773], [-2.432, 5.614, -1.137], [-3.033, 3.493, -1.533], [-2.729, 2.236, 1.187], [-4.822, 2.519, -1.277], [-3.288, 1.570, -1.110], [-4.629, 2.972, 1.120], [1.433, -3.278, 2.767], [2.907, -2.961, 2.566], [3.395, -4.065, 1.867], [2.408, -5.036, 1.779], [2.537, -6.025, 1.029], [1.247, -4.628, 2.321], [3.578, -2.966, 3.836], [0.724, -2.641, 2.229], [1.161, -3.266, 3.816], [3.319, -2.098, 2.037], [-5.102, -1.881, -3.212], [-4.109, -1.446, -2.120], [-4.959, -1.078, -1.036], [-6.263, -1.152, -1.421], [-7.220, -0.890, -0.704], [-6.395, -1.610, -2.681], [-3.531, -0.246, -2.464], [-4.981, -2.938, -3.411], [-5.012, -1.250, -4.109], [-3.382, -2.116, -1.714], [-1.099, -4.058, 0.481], [-0.796, -5.495, 0.143], [-1.408, -5.796, -1.065], [-2.390, -4.892, -1.284], [-3.255, -4.961, -2.150], [-2.240, -3.830, -0.467], [-1.380, -6.397, 1.052], [-0.365, -3.262, 0.218], [-1.526, -3.973, 1.484], [0.233, -5.786, 0.050]],
  "energy_ha": -3847.4361,
  "fmax_ev_per_a": 4.3
}



(6)
{
  "formula": "C24H20BiN2O3PS5",
  "method": "the ωB97M-V functional and the def2-TZVPD basis",
  "species": ["Bi", "O", "C", "C", "C", "C", "C", "C", "C", "P", "C", "C", "C", "C", "C", "C", "C", "C", "C", "C", "C", "C", "H", "H", "H", "H", "H", "H", "H", "H", "H", "H", "H", "H", "H", "H", "N", "N", "C", "O", "O", "H", "H", "H", "C", "S", "C", "C", "S", "S", "C", "S", "S", "H", "H", "H"],
  "xyz": [[0.594, 1.191, -0.061], [-0.772, 1.263, 2.754], [0.087, 0.631, 2.167], [0.790, -0.501, 2.841], [0.439, -0.799, 4.160], [1.071, -1.825, 4.832], [2.059, -2.564, 4.193], [2.411, -2.280, 2.885], [1.781, -1.248, 2.195], [2.222, -0.881, 0.466], [3.941, -0.331, 0.594], [4.862, -0.598, -0.417], [6.155, -0.112, -0.319], [6.530, 0.662, 0.770], [5.611, 0.947, 1.768], [4.321, 0.447, 1.686], [2.126, -2.474, -0.380], [3.195, -3.370, -0.330], [3.097, -4.598, -0.964], [1.937, -4.939, -1.645], [0.871, -4.056, -1.684], [0.959, -2.822, -1.061], [-0.335, -0.205, 4.629], [0.798, -2.058, 5.853], [2.555, -3.372, 4.716], [3.175, -2.871, 2.401], [4.555, -1.158, -1.288], [6.868, -0.329, -1.103], [7.540, 1.045, 0.839], [5.896, 1.551, 2.619], [3.623, 0.647, 2.492], [4.112, -3.107, 0.182], [3.936, -5.281, -0.944], [1.873, -5.886, -2.165], [-0.031, -4.315, -2.223], [0.130, -2.134, -1.113], [-1.875, 2.019, 0.240], [-2.667, 0.976, -0.248], [-2.098, -0.249, -0.576], [-2.798, -1.210, -0.792], [-0.785, -0.269, -0.661], [-1.927, 2.098, 1.255], [-2.127, 2.890, -0.207], [-3.632, 0.934, 0.035], [-0.269, 1.315, -5.121], [-0.890, 0.017, -4.016], [0.452, -1.107, -4.101], [1.671, -0.937, -3.534], [2.222, 0.325, -2.501], [2.818, -2.220, -3.848], [1.775, -3.280, -4.735], [2.246, -4.759, -5.287], [0.218, -2.590, -5.007], [-1.128, 1.878, -5.484], [0.238, 0.864, -5.971], [0.419, 1.976, -4.599]],
  "energy_ha": -3808.6907,
  "fmax_ev_per_a": 0.5
}



(7)
{
  "formula": "C3H5P",
  "method": "the ωB97M-V functional and the def2-TZVPD basis",
  "species": ["C", "C", "C", "P", "H", "H", "H", "H", "H"],
  "xyz": [[0.651, -0.442, 0.217], [-0.562, -0.799, 2.268], [-0.130, -0.957, -0.904], [0.239, 0.529, 1.571], [-0.389, -2.004, -0.746], [-1.047, -0.406, -1.113], [0.512, -0.916, -1.790], [1.456, 0.882, 2.126], [-0.363, 1.813, 1.576]],
  "energy_ha": -458.3168,
  "fmax_ev_per_a": 2.1
}



(8)
{
  "formula": "H24O12",
  "method": "the ωB97M-V functional and the def2-TZVPD basis",
  "species": ["O", "H", "H", "O", "H", "H", "O", "H", "H", "O", "H", "H", "O", "H", "H", "O", "H", "H", "O", "H", "H", "O", "H", "H", "O", "H", "H", "O", "H", "H", "O", "H", "H", "O", "H", "H"],
  "xyz": [[-1.140, 2.306, 2.187], [-1.641, 2.690, 2.814], [-0.241, 2.472, 2.407], [1.712, 2.980, -0.916], [2.064, 3.475, -1.713], [0.681, 3.214, -0.776], [-1.907, -2.124, -1.768], [-2.816, -2.187, -2.002], [-1.641, -2.894, -1.416], [1.743, -2.098, -2.038], [1.939, -1.230, -1.604], [0.828, -2.157, -2.308], [0.935, -0.532, 1.709], [1.478, -1.381, 1.616], [1.031, -0.337, 0.766], [-1.123, 0.508, -2.176], [-1.558, -0.024, -1.447], [-1.467, 0.176, -2.971], [-1.757, -0.068, 1.239], [-1.937, 0.588, 1.881], [-0.813, -0.345, 1.363], [1.331, 0.449, -1.220], [1.532, 1.432, -1.092], [0.574, 0.471, -1.831], [-1.338, -3.639, 0.239], [-1.493, -3.311, 1.070], [-0.461, -3.950, 0.390], [-0.924, 3.218, -0.510], [-1.327, 2.391, -0.903], [-1.260, 3.256, 0.512], [1.350, -3.006, 0.417], [2.148, -3.356, 0.697], [1.406, -2.715, -0.570], [1.266, 2.219, 2.778], [1.240, 1.472, 3.229], [1.587, 2.035, 1.951]],
  "smiles": "O.O.O.O.O.O.O.O.O.O.O.O",
  "energy_ha": -917.2520,
  "fmax_ev_per_a": 6.4
}